Formula: C5H8N
Source: the OMol25 dataset
Level of theory: ωB97M-V/def2-TZVPD

Structure (ORCA input):
```
! wB97M-V def2-TZVPD RIJCOSX def2/J DEFGRID3
* xyz 1 1
C 1.125 0.037 0.000
C -0.743 0.968 -0.499
C 2.328 0.484 0.060
C 0.192 -1.128 -0.005
C -1.598 0.525 0.587
N -1.072 -0.472 -0.354
H 2.604 1.519 -0.054
H 3.159 -0.186 0.248
H 0.480 -1.855 -0.770
H 0.140 -1.641 0.962
H -1.239 0.491 1.607
H -0.967 1.561 -1.364
H -2.671 0.677 0.516
H -1.738 -0.981 -0.933
*
```

Values from the calculation:
HOMO-LUMO gap, eV: 10.27
E_HOMO, eV: -14.44
Maximum force, Eh/bohr: 0.0923
Energy above the lowest of the compared OMol25 structures with the same formula, charge and spin, eV: 4.717

What are the Mulliken partial charges on each atom? They are as follows, in elementary charge units: atom 1 (C): 0.38, atom 2 (C): -0.31, atom 3 (C): -0.66, atom 4 (C): -0.46, atom 5 (C): -0.30, atom 6 (N): -0.01, atom 7 (H): 0.27, atom 8 (H): 0.26, atom 9 (H): 0.35, atom 10 (H): 0.30, atom 11 (H): 0.24, atom 12 (H): 0.30, atom 13 (H): 0.29, atom 14 (H): 0.35

---

Formula: C5H8N
Source: the OMol25 dataset
Level of theory: ωB97M-V/def2-TZVPD

Structure (ORCA input):
```
! wB97M-V def2-TZVPD RIJCOSX def2/J DEFGRID3
* xyz 1 1
C -2.108 -0.339 -0.632
N -1.045 0.139 -0.257
C -0.540 1.128 0.782
C 0.615 1.547 0.062
C 0.311 0.087 -0.006
C 1.266 -1.012 0.121
H -2.042 -1.207 -1.270
H -3.109 0.002 -0.259
H -0.944 1.120 1.813
H 0.487 2.099 -0.898
H 1.617 1.754 0.550
H 1.199 -1.475 -0.903
H 0.819 -1.802 0.739
H 2.233 -0.605 0.232
*
```

Values from the calculation:
HOMO-LUMO gap, eV: 10.23
SMILES string: C=[N+]1[C@@H]2C[C@@]21C
E_HOMO, eV: -14.40
Maximum force, Eh/bohr: 0.0973
Energy above the lowest of the compared OMol25 structures with the same formula, charge and spin, eV: 4.075

What are the Mulliken partial charges on each atom? They are as follows, in elementary charge units: atom 1 (C): -0.14, atom 2 (N): 0.07, atom 3 (C): -0.36, atom 4 (C): -0.51, atom 5 (C): 0.57, atom 6 (C): -1.11, atom 7 (H): 0.28, atom 8 (H): 0.27, atom 9 (H): 0.34, atom 10 (H): 0.23, atom 11 (H): 0.31, atom 12 (H): 0.35, atom 13 (H): 0.34, atom 14 (H): 0.38

---

Formula: C5H8N
Source: the OMol25 dataset
Level of theory: ωB97M-V/def2-TZVPD

Structure (ORCA input):
```
! wB97M-V def2-TZVPD RIJCOSX def2/J DEFGRID3
* xyz 1 1
C 0.941 0.067 -0.051
C -0.240 -0.016 -0.045
C 2.283 0.553 -0.258
C -2.137 -0.612 -0.028
C -3.248 0.289 0.159
N 3.139 -0.548 0.023
H 2.442 0.883 -1.267
H 2.490 1.429 0.382
H -2.173 -1.720 0.141
H -4.154 0.160 -0.442
H -2.817 1.239 0.070
H -3.573 0.252 1.139
H 3.760 -0.563 0.762
H 3.287 -1.414 -0.583
*
```

Values from the calculation:
HOMO-LUMO gap (alpha / beta), eV: 4.57 / 4.57
E_HOMO (alpha / beta), eV: -12.43 / -12.43
Maximum force, Eh/bohr: 0.1937
Energy above the lowest of the compared OMol25 structures with the same formula, charge and spin, eV: 8.324

What are the Mulliken partial charges on each atom? They are as follows, in elementary charge units: atom 1 (C): 0.11, atom 2 (C): -0.13, atom 3 (C): -0.28, atom 4 (C): 0.30, atom 5 (C): -0.94, atom 6 (N): -0.45, atom 7 (H): 0.26, atom 8 (H): 0.30, atom 9 (H): 0.36, atom 10 (H): 0.38, atom 11 (H): 0.36, atom 12 (H): 0.36, atom 13 (H): 0.18, atom 14 (H): 0.19

---

Formula: C5H8N
Source: the OMol25 dataset
Level of theory: ωB97M-V/def2-TZVPD

Structure (ORCA input):
```
! wB97M-V def2-TZVPD RIJCOSX def2/J DEFGRID3
* xyz 1 1
C 1.606 -0.190 0.042
C 0.204 1.462 1.380
C 0.768 -0.962 -0.892
C 0.323 0.471 0.553
C -0.375 -0.424 -0.391
N -1.769 -0.607 -0.644
H 2.302 -0.633 0.703
H 2.260 0.587 -0.281
H 1.143 1.879 1.876
H -0.735 1.929 1.817
H 0.939 -1.654 -1.785
H -2.378 0.274 -0.630
H -2.339 -1.188 -0.060
H -1.952 -0.943 -1.686
*
```

Values from the calculation:
HOMO-LUMO gap, eV: 9.49
E_HOMO, eV: -13.57
Maximum force, Eh/bohr: 0.1038
Energy above the lowest of the compared OMol25 structures with the same formula, charge and spin, eV: 3.266

What are the Mulliken partial charges on each atom? They are as follows, in elementary charge units: atom 1 (C): -0.75, atom 2 (C): -0.68, atom 3 (C): -0.25, atom 4 (C): 0.49, atom 5 (C): -0.21, atom 6 (N): -0.32, atom 7 (H): 0.36, atom 8 (H): 0.32, atom 9 (H): 0.24, atom 10 (H): 0.23, atom 11 (H): 0.33, atom 12 (H): 0.43, atom 13 (H): 0.37, atom 14 (H): 0.45

---

Formula: C5H8N
Source: the OMol25 dataset
Level of theory: ωB97M-V/def2-TZVPD

Structure (ORCA input):
```
! wB97M-V def2-TZVPD RIJCOSX def2/J DEFGRID3
* xyz 1 3
C 1.703 0.854 -0.121
C 1.004 -0.375 0.067
C 0.400 1.561 -0.018
C 1.214 -1.680 -0.087
C -1.649 -0.234 -0.085
N -0.248 0.217 -0.016
H 2.709 1.074 -0.129
H 0.408 1.936 0.975
H 0.102 2.264 -0.748
H 0.462 -2.401 -0.230
H 2.225 -2.175 -0.123
H -1.729 -1.217 -0.611
H -2.137 0.049 0.856
H -2.193 0.194 -0.980
*
```

Values from the calculation:
HOMO-LUMO gap (alpha / beta), eV: 10.43 / 9.80
E_HOMO (alpha / beta), eV: -13.36 / -16.75
Maximum force, Eh/bohr: 0.0877
Energy above the lowest of the compared OMol25 structures with the same formula, charge and spin, eV: 1.405

What are the Mulliken partial charges on each atom? They are as follows, in elementary charge units: atom 1 (C): -0.69, atom 2 (C): 0.92, atom 3 (C): -0.28, atom 4 (C): -0.98, atom 5 (C): -0.70, atom 6 (N): 0.15, atom 7 (H): 0.45, atom 8 (H): 0.26, atom 9 (H): 0.37, atom 10 (H): 0.30, atom 11 (H): 0.28, atom 12 (H): 0.27, atom 13 (H): 0.34, atom 14 (H): 0.32

---

Formula: C5H8N2
Source: the OMol25 dataset
Level of theory: ωB97M-V/def2-TZVPD

Structure (ORCA input):
```
! wB97M-V def2-TZVPD RIJCOSX def2/J DEFGRID3
* xyz 0 1
C -2.608 -0.588 -0.262
N -1.403 0.164 -0.006
C -0.271 -0.427 -0.126
C 0.951 0.316 -0.012
C 2.310 -0.327 0.047
C 0.736 1.706 0.283
N -0.066 2.623 0.107
H -3.125 -0.143 -1.120
H -3.276 -0.483 0.599
H -2.440 -1.657 -0.463
H -0.181 -1.506 -0.332
H 3.096 0.425 -0.073
H 2.396 -1.026 -0.796
H 2.500 -0.898 0.963
H 1.381 1.820 1.193
*
```

Values from the calculation:
HOMO-LUMO gap (alpha / beta), eV: 7.89 / 8.17
E_HOMO (alpha / beta), eV: -8.87 / -8.17
Maximum force, Eh/bohr: 0.0404
Energy above the lowest of the compared OMol25 structures with the same formula, charge and spin, eV: 4.207

What are the Mulliken partial charges on each atom? They are as follows, in elementary charge units: atom 1 (C): -0.72, atom 2 (N): -0.32, atom 3 (C): 0.05, atom 4 (C): 0.23, atom 5 (C): -1.30, atom 6 (C): 0.14, atom 7 (N): -0.47, atom 8 (H): 0.26, atom 9 (H): 0.24, atom 10 (H): 0.30, atom 11 (H): 0.30, atom 12 (H): 0.36, atom 13 (H): 0.38, atom 14 (H): 0.29, atom 15 (H): 0.26

---

Formula: C5H8N2
Source: the OMol25 dataset
Level of theory: ωB97M-V/def2-TZVPD

Structure (ORCA input):
```
! wB97M-V def2-TZVPD RIJCOSX def2/J DEFGRID3
* xyz 0 1
C 2.260 1.789 0.553
N 1.494 0.637 0.133
C 0.498 0.281 0.829
N -0.136 -0.960 0.590
C 0.048 -1.428 -0.813
C -1.148 -1.101 -0.507
C -2.615 -1.067 -0.627
H 2.313 2.511 -0.270
H 1.861 2.295 1.449
H 3.287 1.467 0.766
H 0.138 0.815 1.723
H 0.861 -1.791 -1.412
H -3.057 -1.639 0.197
H -3.013 -0.047 -0.584
H -2.918 -1.523 -1.575
*
```

Values from the calculation:
HOMO-LUMO gap, eV: 9.19
SMILES string: C/N=C/N1C=C1C
E_HOMO, eV: -8.18
Maximum force, Eh/bohr: 0.0105
Energy above the lowest of the compared OMol25 structures with the same formula, charge and spin, eV: 3.942

What are the Mulliken partial charges on each atom? They are as follows, in elementary charge units: atom 1 (C): -0.69, atom 2 (N): -0.38, atom 3 (C): 0.09, atom 4 (N): -0.45, atom 5 (C): -0.18, atom 6 (C): 0.35, atom 7 (C): -1.09, atom 8 (H): 0.25, atom 9 (H): 0.29, atom 10 (H): 0.22, atom 11 (H): 0.32, atom 12 (H): 0.39, atom 13 (H): 0.31, atom 14 (H): 0.29, atom 15 (H): 0.27

---

Formula: C5H8N2
Source: the OMol25 dataset
Level of theory: ωB97M-V/def2-TZVPD

Structure (ORCA input):
```
! wB97M-V def2-TZVPD RIJCOSX def2/J DEFGRID3
* xyz 0 1
C -0.648 1.381 -1.124
N 0.336 0.757 0.323
C -1.043 0.538 0.594
C -1.281 -0.823 0.782
C -0.046 -1.457 0.603
C 0.882 -0.474 0.258
N 2.201 -0.650 -0.196
H -0.036 0.906 -1.887
H -1.704 1.323 -1.401
H -0.361 2.419 -0.969
H -1.646 1.359 0.962
H -2.213 -1.289 1.076
H 0.175 -2.508 0.765
H 2.818 0.076 0.149
H 2.567 -1.557 0.065
*
```

Values from the calculation:
HOMO-LUMO gap, eV: 8.33
E_HOMO, eV: -7.37
Maximum force, Eh/bohr: 0.0088
Energy above the lowest of the compared OMol25 structures with the same formula, charge and spin, eV: 3.077

What are the Mulliken partial charges on each atom? They are as follows, in elementary charge units: atom 1 (C): -0.77, atom 2 (N): -0.36, atom 3 (C): -0.29, atom 4 (C): -0.77, atom 5 (C): -0.12, atom 6 (C): 0.18, atom 7 (N): -0.54, atom 8 (H): 0.32, atom 9 (H): 0.31, atom 10 (H): 0.29, atom 11 (H): 0.44, atom 12 (H): 0.43, atom 13 (H): 0.37, atom 14 (H): 0.25, atom 15 (H): 0.25

---

Which of these has the lowest maximum force?
number 8